Density functional theory data (the ωB97M-V functional and the def2-TZVPD basis) for a cluster of 10 separate species, C36H97F3N8O11 in total in a non-equilibrium geometry.

Properties
* <S²>: 0.755
* frontier orbital gap (spin up / spin down): 6.671 / 3.664 eV
* E_HOMO (spin up / spin down): -10.71 / -10.71 eV
* E_tot: -2994.45682 Eh
* total charge: +1
* multiplicity: 2

Positions of all 155 atoms, in Å:
O -3.7454 -0.9469 1.2502
H -3.2861 -0.7261 0.4366
H -3.9680 -0.1393 1.7190
H -4.4930 -1.5034 1.0199
C -1.6161 -0.3956 -1.4642
O -1.3076 -0.2260 -0.1269
O -3.0080 -0.7101 -1.5070
C -1.0311 0.7588 -2.3840
F 0.2898 0.6729 -2.3276
F -1.3213 0.6577 -3.6811
F -1.4523 2.0514 -2.0585
C -0.0196 0.1116 0.3085
C -0.1374 0.2904 1.8479
H -0.4427 -0.5456 2.4771
H 0.8536 0.5471 2.2222
H -0.8177 1.1129 2.0690
H 0.3021 1.1038 -0.0078
H 0.7894 -0.5330 -0.0352
H -1.0661 -1.3016 -1.7185
C 1.0134 4.3043 1.3647
C 1.8828 4.6306 0.1575
C 1.1407 4.7552 -1.2238
O 2.0363 4.8206 -2.3268
C 1.4311 5.2962 -3.5595
N 2.7067 5.7896 0.4331
H 1.6068 4.4458 2.2680
H 0.5114 3.3403 1.2831
H 0.2244 5.0463 1.4875
H 2.5637 3.7827 0.0820
H 0.5693 5.6794 -1.3109
H 0.4284 3.9502 -1.4045
H 0.4827 4.8403 -3.8435
H 2.2147 5.1292 -4.2985
H 1.1800 6.3557 -3.6106
H 3.3143 6.0067 -0.3440
H 3.3264 5.5103 1.1801
C -6.4833 2.6277 -4.4402
C -5.8533 1.8196 -3.3081
C -6.1418 0.2951 -3.3844
O -7.5344 -0.0332 -3.2435
C -7.8605 -1.3660 -3.0697
N -4.4702 2.1900 -3.3259
H -6.4623 3.7063 -4.2847
H -7.5507 2.4144 -4.4971
H -6.1103 2.4597 -5.4506
H -6.3209 2.1125 -2.3681
H -5.6251 -0.2378 -2.5862
H -5.7349 -0.1316 -4.3012
H -7.9146 -1.9053 -4.0154
H -8.8971 -1.4446 -2.7418
H -7.2138 -1.9790 -2.4420
H -4.0550 1.4612 -2.7633
H -4.0863 2.0198 -4.2444
C 3.1926 -4.9438 -0.9480
C 2.1166 -3.9275 -1.2978
C 0.6541 -4.3644 -1.0319
O 0.3977 -5.4982 -1.8134
C -0.9681 -5.6969 -2.0668
N 2.4799 -2.7791 -0.4234
H 4.2422 -4.6575 -1.0143
H 3.1214 -5.8276 -1.5820
H 3.1849 -5.3670 0.0564
H 2.2751 -3.7066 -2.3534
H 0.0229 -3.4938 -1.2098
H 0.4124 -4.4765 0.0251
H -1.5779 -4.9685 -2.6013
H -1.4715 -5.9502 -1.1337
H -0.9895 -6.5630 -2.7282
H 3.4314 -2.5687 -0.6887
H 2.6284 -3.3598 0.3895
C 3.2112 2.0795 3.0791
C 4.0750 3.2488 3.5339
C 5.1785 3.7881 2.6085
O 5.8256 2.6576 1.9477
C 6.7480 3.0659 0.9172
N 3.2093 4.2010 4.0920
H 3.7176 1.1175 2.9999
H 2.8588 2.3227 2.0767
H 2.2977 1.9160 3.6508
H 4.5828 2.9087 4.4364
H 5.9530 4.3557 3.1243
H 4.7358 4.4079 1.8288
H 6.3693 3.9372 0.3829
H 6.8476 2.3063 0.1418
H 7.7489 3.2935 1.2839
H 3.6247 4.8490 4.7460
H 2.6291 3.6875 4.7399
C -4.9134 -4.4940 -4.6305
C -4.0215 -3.5452 -3.8197
C -3.1106 -2.7319 -4.7451
O -3.8672 -1.8050 -5.5421
C -3.0161 -0.9765 -6.2921
N -4.8227 -2.7656 -2.8229
H -4.3604 -5.0350 -5.3984
H -5.7391 -3.9647 -5.1062
H -5.3417 -5.2154 -3.9346
H -3.3235 -4.1205 -3.2116
H -2.4557 -3.3799 -5.3275
H -2.3347 -2.1973 -4.1971
H -2.1356 -0.6331 -5.7489
H -3.6102 -0.2266 -6.8144
H -2.4825 -1.4905 -7.0916
H -4.1886 -2.0563 -2.4837
H -5.3802 -2.1420 -3.3890
C 3.6010 1.8554 -2.1600
C 4.1524 0.4873 -1.9068
C 4.4305 0.2275 -0.4484
O 5.0828 -1.0473 -0.1897
C 5.3918 -1.2381 1.1812
N 3.1845 -0.4927 -2.4194
H 3.2033 1.8834 -3.1745
H 4.3582 2.6230 -2.0002
H 2.7423 2.0189 -1.5089
H 5.0860 0.2605 -2.4217
H 3.5445 0.3270 0.1788
H 5.0495 1.1055 -0.2641
H 6.0336 -0.4122 1.4880
H 5.8585 -2.2119 1.3296
H 4.5233 -1.2213 1.8397
H 3.4868 -1.4373 -2.2284
H 2.3001 -0.5097 -1.9319
C 2.5153 -2.0682 3.6047
C 2.3041 -3.5564 3.2873
C 0.8489 -3.8890 2.8734
O 0.0758 -3.9400 4.0355
C -1.3075 -4.4361 3.8414
N 3.4072 -3.8922 2.3938
H 3.4493 -1.7782 4.0860
H 1.7640 -1.6226 4.2567
H 2.4979 -1.4940 2.6784
H 2.3527 -4.0596 4.2529
H 0.8093 -4.8281 2.3216
H 0.4225 -3.0692 2.2952
H -1.8782 -3.8918 3.0889
H -1.8938 -4.1663 4.7198
H -1.2799 -5.5007 3.6093
H 3.6203 -4.8788 2.4310
H 4.2547 -3.4052 2.6480
C -0.6603 3.4782 4.7194
C -1.7488 2.4144 4.8766
C -1.5640 1.5812 6.1707
O -0.5460 0.6647 6.1449
C -0.9015 -0.6826 5.6700
N -3.0488 3.0323 4.7138
H -0.6854 4.2079 5.5287
H -0.7463 4.0794 3.8142
H 0.3302 3.0255 4.7651
H -1.7269 1.7347 4.0248
H -2.5437 1.1473 6.3707
H -1.3638 2.2961 6.9688
H -0.0282 -1.3255 5.5604
H -1.4410 -0.6879 4.7229
H -1.5380 -1.2153 6.3765
H -3.1383 3.5614 3.8581
H -3.1425 3.7609 5.4070

Density functional theory data (the ωB97M-V functional and the def2-TZVPD basis) for a cluster of 9 separate species, C36H99N9O9 in total in a non-equilibrium geometry.

Properties
* SMILES: COC[C@H](C)N.COC[C@H](C)N.COC[C@H](C)N.COC[C@H](C)N.COC[C@H](C)N.COC[C@H](C)N.COC[C@H](C)N.COC[C@H](C)N.COC[C@H](C)N
* frontier orbital gap: 8.624 eV
* E_HOMO: -8.25 eV
* E_tot: -2600.73006 Eh

Positions of all 153 atoms, in Å:
C 0.2479 0.4729 -1.7543
C -0.2461 -0.9633 -1.7140
C -0.3874 -1.4280 -0.2564
O -1.3386 -0.6486 0.4163
C -1.3114 -0.8605 1.8106
N -1.5861 -0.9710 -2.3468
H 1.2416 0.6443 -1.3312
H -0.3976 1.1381 -1.1773
H 0.2995 0.8425 -2.7764
H 0.4431 -1.6019 -2.2708
H 0.6019 -1.3697 0.2220
H -0.6547 -2.4954 -0.2443
H -1.3919 -1.9181 2.0884
H -2.1942 -0.3793 2.2304
H -0.3991 -0.4355 2.2401
H -1.8194 -1.9402 -2.5709
H -2.1944 -0.9308 -1.5225
C 0.5838 -4.7038 3.8957
C 0.5249 -5.8130 2.8623
C 1.1752 -5.2710 1.5968
O 0.5968 -5.8595 0.4385
C 1.1539 -5.4586 -0.7688
N 1.1290 -7.0212 3.3641
H 0.0713 -4.9477 4.8304
H 0.0489 -3.8413 3.4881
H 1.5706 -4.3431 4.1920
H -0.5272 -6.0265 2.6171
H 2.2584 -5.4437 1.6138
H 1.0001 -4.1946 1.5125
H 2.1356 -5.9357 -0.9191
H 1.3188 -4.4178 -1.0735
H 0.5648 -5.9008 -1.5755
H 0.5710 -7.3840 4.1325
H 1.0859 -7.7927 2.7028
C 5.6837 -1.9643 5.6482
C 4.8194 -0.9413 4.9136
C 3.4906 -1.5152 4.4004
O 2.7625 -0.4949 3.7341
C 3.0737 -0.4193 2.3565
N 4.5989 0.1861 5.8365
H 6.0450 -2.7368 4.9656
H 5.1540 -2.4146 6.4892
H 6.5798 -1.4748 6.0321
H 5.3911 -0.6019 4.0445
H 2.8150 -1.9013 5.1644
H 3.7824 -2.3458 3.7452
H 2.3758 0.2157 1.8180
H 3.0315 -1.4129 1.8912
H 4.1142 -0.1211 2.1948
H 4.6273 -0.1578 6.7902
H 3.6520 0.5313 5.7017
C 0.5789 5.0911 -4.9489
C 0.5954 3.5668 -5.1399
C -0.3597 3.0610 -6.1724
O -1.7100 3.1614 -5.7695
C -2.6152 2.4556 -6.5927
N 1.9838 3.1642 -5.3328
H -0.4517 5.4167 -4.7783
H 0.9129 5.6759 -5.8132
H 1.2212 5.4429 -4.1429
H 0.2872 3.1805 -4.1630
H -0.1407 1.9989 -6.3529
H -0.2374 3.5767 -7.1348
H -2.6610 2.9437 -7.5692
H -3.6326 2.4030 -6.2015
H -2.3327 1.3995 -6.5039
H 2.5549 3.4769 -6.1032
H 2.0526 2.1398 -5.2525
C 4.2777 -0.0825 -5.7191
C 3.6352 -0.0568 -4.3500
C 4.3609 0.7856 -3.3031
O 3.6941 0.7311 -2.0653
C 3.8887 1.8757 -1.2786
N 2.2226 0.3759 -4.4353
H 5.2592 -0.5581 -5.7245
H 4.2890 0.8726 -6.2439
H 3.6779 -0.7501 -6.3471
H 3.5567 -1.0881 -3.9766
H 4.3633 1.8045 -3.7165
H 5.4075 0.5112 -3.1351
H 4.9513 2.1159 -1.1165
H 3.4800 1.6965 -0.2886
H 3.5212 2.7787 -1.7777
H 1.7109 -0.3975 -4.8565
H 1.8571 0.3686 -3.4862
C 0.6110 2.6952 1.3762
C 0.5970 3.5484 2.6527
C 1.3554 4.8831 2.4073
O 1.4302 5.6803 3.5682
C 2.5211 5.3622 4.3981
N -0.7878 3.9044 2.9475
H 0.2630 3.2084 0.4795
H -0.0059 1.8173 1.5629
H 1.6184 2.3631 1.1163
H 0.9989 3.0994 3.5597
H 0.7926 5.4399 1.6582
H 2.3347 4.6902 1.9498
H 2.7393 6.2621 4.9826
H 3.4515 5.1892 3.8507
H 2.3214 4.5848 5.1387
H -0.8201 4.5244 3.7494
H -1.3166 4.3660 2.2206
C 1.5374 2.8629 8.5669
C 0.5451 3.0463 7.4169
C 0.4753 1.8814 6.4358
O -0.2213 0.7538 6.8663
C -0.2025 -0.2728 5.9042
N -0.7299 3.4828 7.9388
H 1.3939 1.8815 9.0310
H 1.4288 3.6344 9.3273
H 2.5617 2.9462 8.1991
H 1.0701 3.8727 6.9217
H 1.5134 1.6059 6.1594
H 0.2294 2.2852 5.4403
H 0.7323 -0.8452 6.0143
H -0.2644 0.0916 4.8770
H -0.9732 -0.9855 6.2016
H -1.4211 3.5534 7.1998
H -1.1218 2.8659 8.6387
C -4.9922 0.1754 -2.2389
C -4.6335 1.3340 -3.1675
C -4.7019 2.6971 -2.4662
O -5.9326 2.9409 -1.7974
C -6.9899 3.1598 -2.6936
N -3.2834 1.1849 -3.7027
H -4.2631 0.1191 -1.4284
H -4.9401 -0.7414 -2.8290
H -5.9846 0.3236 -1.8134
H -5.3134 1.3134 -4.0268
H -4.4155 3.5812 -3.0503
H -3.9041 2.7232 -1.7136
H -6.8876 4.0188 -3.3693
H -7.8772 3.4209 -2.1111
H -7.1969 2.2549 -3.2711
H -2.6157 1.9005 -3.4496
H -2.8611 0.2917 -3.4729
C -2.9986 -4.4678 -2.2290
C -4.1840 -5.0255 -3.0492
C -4.0981 -4.8513 -4.5882
O -4.4379 -3.5191 -4.9615
C -5.8483 -3.3239 -4.9718
N -4.2404 -6.4609 -2.6605
H -2.2340 -5.2371 -2.1427
H -3.2992 -4.1614 -1.2294
H -2.5561 -3.5984 -2.7184
H -5.1509 -4.6419 -2.7190
H -4.6491 -5.6004 -5.1531
H -3.0096 -4.8930 -4.7003
H -6.3702 -3.9341 -5.7135
H -5.9468 -2.2593 -5.1659
H -6.3195 -3.5661 -4.0153
H -5.1904 -6.8126 -2.6848
H -3.7025 -6.9937 -3.3400

Density functional theory data (the ωB97M-V functional and the def2-TZVPD basis) for a cluster of 13 separate species, C37H100O13 in total in a non-equilibrium geometry.

Properties
* frontier orbital gap: 9.401 eV
* E_HOMO: -9.06 eV
* E_tot: -2447.72513 Eh

Positions of all 150 atoms, in Å:
C 3.3644 1.0759 -1.8719
C 4.7867 0.6497 -1.9199
C 5.7941 1.5141 -1.1706
O 4.8405 -0.6551 -1.3742
H 2.7108 0.2939 -2.2584
H 3.2365 1.9610 -2.4952
H 2.9111 1.3266 -0.9129
H 5.1261 0.5369 -2.9496
H 5.5218 1.6309 -0.1216
H 5.7131 2.5146 -1.5953
H 6.8249 1.2062 -1.3459
H 3.9641 -1.0414 -1.4405
C -3.7735 -2.3574 2.5954
C -3.2138 -2.7285 3.9431
C -1.9893 -1.7697 4.2115
O -4.1631 -2.4281 4.9567
H -4.0681 -1.3091 2.5485
H -4.6951 -2.9325 2.5049
H -3.0559 -2.5526 1.7985
H -2.7848 -3.7300 3.9762
H -2.2895 -0.7219 4.2271
H -1.2122 -1.9915 3.4800
H -1.5075 -1.9273 5.1764
H -4.4801 -1.5379 4.7876
C -1.4172 -2.6176 -4.1221
C -1.3556 -3.8437 -3.1881
C 0.0573 -4.4282 -3.1454
O -1.7924 -3.5995 -1.8749
H -2.4372 -2.2462 -4.0232
H -1.0555 -2.6581 -5.1495
H -0.8034 -1.8092 -3.7247
H -1.9856 -4.6197 -3.6229
H 0.1159 -5.1794 -2.3578
H 0.8204 -3.6837 -2.9184
H 0.3627 -4.8753 -4.0914
H -2.7516 -3.5947 -1.9147
C 0.9760 4.1056 -1.8263
C -0.2603 4.2903 -0.9411
C 0.0295 4.2787 0.5420
O -0.8991 5.4532 -1.2145
H 1.7008 4.9089 -1.6939
H 0.7181 4.3003 -2.8673
H 1.2993 3.0660 -1.7747
H -0.9454 3.4795 -1.1890
H 0.5551 3.4301 0.9800
H -0.8870 4.3437 1.1285
H 0.6501 5.1518 0.7433
H -1.2337 5.4247 -2.1139
C 3.4912 -3.3527 0.9618
C 3.4653 -3.5981 -0.5683
C 2.6751 -4.8139 -0.9931
O 2.8839 -2.4680 -1.1669
H 4.0179 -2.4427 1.2491
H 4.0760 -4.1228 1.4649
H 2.4607 -3.2683 1.3066
H 4.4626 -3.6247 -1.0074
H 3.0633 -5.7214 -0.5306
H 2.8054 -5.0273 -2.0540
H 1.6230 -4.6710 -0.7462
H 1.9605 -2.5039 -0.9071
C -5.0503 1.5821 -4.5425
C -3.8447 2.1683 -3.8314
C -2.5792 1.3896 -4.1253
O -3.7523 3.5082 -4.1861
H -5.0280 1.6190 -5.6317
H -5.9816 2.0891 -4.2901
H -5.0789 0.5209 -4.2955
H -4.0726 2.1674 -2.7654
H -2.4319 1.1522 -5.1789
H -2.6350 0.4316 -3.6083
H -1.6743 1.8565 -3.7365
H -3.4413 3.4533 -5.0926
C -7.5605 -0.1525 -0.4391
C -6.5148 -0.3424 -1.4958
C -5.1130 -0.1530 -0.8974
O -6.7067 -1.7101 -1.8406
H -7.5711 0.8272 0.0386
H -7.4555 -0.8950 0.3520
H -8.5698 -0.1878 -0.8492
H -6.7263 0.3428 -2.3166
H -5.2191 -0.5751 0.1019
H -4.7243 0.8535 -0.7428
H -4.3929 -0.7797 -1.4235
H -7.5121 -1.7317 -2.3626
C 2.3856 -1.7290 4.5179
C 3.0978 -1.3705 5.8171
C 4.2479 -2.3581 6.1306
O 3.6118 -0.0362 5.7254
H 1.8670 -2.6878 4.5152
H 3.0745 -1.7742 3.6744
H 1.6013 -1.0042 4.2996
H 2.3954 -1.4209 6.6491
H 4.7432 -1.9819 7.0257
H 4.9183 -2.5567 5.2943
H 3.7627 -3.2994 6.3887
H 4.1118 0.1379 6.5263
C -2.6298 1.7870 2.3833
C -3.0252 2.8241 3.3690
C -4.0427 3.8762 2.8123
O -3.6325 2.1689 4.4615
H -3.5458 1.3183 2.0236
H -1.9583 0.9940 2.7125
H -2.1286 2.2907 1.5567
H -2.1530 3.3433 3.7663
H -4.3718 4.5358 3.6151
H -4.9595 3.3431 2.5604
H -3.7565 4.4329 1.9199
H -3.5262 2.7846 5.1903
C 2.6812 0.4054 -7.2586
C 2.3179 0.4036 -5.7550
C 1.1069 -0.4739 -5.4164
O 3.4499 -0.1438 -5.0712
H 3.0545 -0.5513 -7.6239
H 3.4458 1.1712 -7.3894
H 1.7755 0.6806 -7.7989
H 2.0481 1.4174 -5.4592
H 0.3069 -0.0349 -6.0127
H 0.8430 -0.4139 -4.3605
H 1.2913 -1.5085 -5.7056
H 3.5245 -1.0582 -5.3537
C 4.9150 2.0481 3.7125
C 3.9916 1.4140 2.6686
C 4.5845 0.1786 2.0293
O 2.7512 1.0424 3.2645
H 5.5090 2.7828 3.1691
H 5.3782 1.3124 4.3701
H 4.3262 2.6604 4.3956
H 3.6854 2.1679 1.9433
H 3.9894 -0.0636 1.1487
H 4.6890 -0.6454 2.7351
H 5.6081 0.3840 1.7161
H 2.9538 0.5662 4.0730
C 0.7288 -0.6302 1.0573
C -0.4660 -1.0804 0.1067
C -0.8732 0.0256 -0.9310
O 0.0321 -2.1957 -0.6108
H 0.4439 0.2981 1.5526
H 1.6209 -0.3929 0.4776
H 0.9457 -1.4201 1.7763
H -1.3920 -1.3673 0.6049
H -1.6329 -0.3202 -1.6320
H -0.0035 0.2143 -1.5604
H -1.1774 0.9672 -0.4737
H -0.6803 -2.6938 -1.0180
C 0.3058 2.4922 4.7457
O 1.2750 3.3766 4.2034
H 0.7839 1.8226 5.4606
H -0.5075 2.9413 5.3158
H -0.0442 1.8208 3.9617
H 1.9556 2.8584 3.7676

Energy above the lowest of the compared OMol25 structures with the same formula, charge and spin list, top to bottom, in kJ/mol: 0.00; 274.03; 239.48